{"formula": "C5H13O5S2Sr2", "method": "ωB97M-V with the def2-TZVPD basis set", "homo_energy_ev": -14.327, "lumo_ha": -0.431, "total_charge": 3, "multiplicity": 1, "gap_ev": 2.609, "elements": ["Sr", "Sr", "O", "C", "O", "O", "H", "C", "S", "O", "C", "H", "H", "H", "H", "H", "H", "C", "S", "O", "C", "H", "H", "H", "H", "H", "H"], "positions_angstrom": [[1.580, -4.626, -3.489], [0.643, 0.827, -4.911], [1.204, -0.945, -0.831], [1.607, -1.137, -2.107], [1.884, -0.216, -2.902], [1.619, -2.252, -2.503], [1.154, -1.901, -0.763], [-1.748, -1.591, 1.764], [-0.976, -2.317, 3.266], [-1.025, -3.802, 3.021], [-2.308, -1.949, 4.564], [-1.518, -0.531, 1.874], [-2.828, -1.692, 1.651], [-1.219, -1.876, 0.854], [-3.164, -2.581, 4.329], [-2.617, -0.904, 4.584], [-1.891, -2.284, 5.514], [2.125, 3.846, -1.313], [0.565, 3.494, -2.158], [1.074, 2.678, -3.317], [-0.210, 2.233, -1.058], [1.954, 4.333, -0.352], [2.655, 4.422, -2.071], [2.746, 2.952, -1.249], [-1.223, 1.965, -1.357], [-0.490, 2.516, -0.043], [0.409, 1.338, -0.996]], "mulliken_charge": [2.051, 1.956, -0.312, 0.350, -0.772, -0.524, 0.204, -0.782, 0.506, -0.616, -0.904, 0.294, 0.377, 0.148, 0.316, 0.336, 0.334, -0.939, 0.466, -0.747, -0.697, 0.410, 0.366, 0.293, 0.377, 0.422, 0.085]}